(1)
{
  "formula": "C28H27N4O3PSV",
  "method": "the ωB97M-V functional and the def2-TZVPD basis",
  "gap_ev": [6.17, 6.82],
  "total_charge": 0,
  "homo_energy_ev": [-7.283, -7.275],
  "multiplicity": 2,
  "lumo_ev": [-1.11, -0.46],
  "total_energy_ev": -87390.643,
  "species": ["V", "N", "C", "S", "N", "N", "C", "C", "C", "C", "C", "C", "C", "O", "H", "H", "H", "H", "H", "H", "H", "O", "C", "O", "C", "P", "C", "C", "C", "C", "C", "C", "C", "C", "C", "C", "C", "C", "H", "H", "H", "H", "H", "H", "H", "H", "H", "H", "H", "H", "C", "C", "C", "C", "C", "C", "N", "H", "H", "H", "H", "H", "H", "H", "H"],
  "xyz": [[-0.299, 0.996, 1.178], [-0.812, 2.575, 5.375], [-0.433, 2.234, 4.115], [-1.471, 2.608, 2.804], [0.749, 1.679, 4.031], [1.099, 1.391, 2.716], [2.340, 1.041, 2.638], [3.087, 0.743, 1.435], [4.461, 0.497, 1.503], [5.188, 0.305, 0.342], [4.552, 0.377, -0.897], [3.190, 0.613, -0.991], [2.477, 0.768, 0.186], [1.146, 0.968, 0.167], [-1.767, 2.834, 5.533], [-0.257, 2.241, 6.144], [2.889, 1.042, 3.577], [4.948, 0.470, 2.470], [6.250, 0.115, 0.397], [5.130, 0.243, -1.802], [2.681, 0.671, -1.942], [-1.452, -2.071, 3.355], [-1.489, -1.513, 2.298], [-1.274, -0.177, 2.183], [-1.810, -2.157, 0.964], [-1.027, -1.243, -0.426], [0.580, -2.093, -0.558], [1.262, -2.494, 0.588], [2.544, -3.021, 0.499], [3.152, -3.166, -0.739], [2.477, -2.772, -1.886], [1.206, -2.229, -1.796], [-1.950, -1.789, -1.885], [-2.659, -0.839, -2.614], [-3.414, -1.229, -3.713], [-3.455, -2.562, -4.089], [-2.735, -3.512, -3.372], [-1.984, -3.128, -2.276], [-2.894, -2.110, 0.832], [-1.518, -3.209, 0.985], [0.812, -2.402, 1.571], [3.060, -3.323, 1.401], [4.148, -3.583, -0.809], [2.946, -2.880, -2.855], [0.694, -1.919, -2.700], [-2.606, 0.209, -2.336], [-3.962, -0.487, -4.278], [-4.040, -2.865, -4.947], [-2.760, -4.552, -3.670], [-1.416, -3.870, -1.727], [-3.538, 1.150, 0.178], [-2.555, 2.094, -0.431], [-2.786, 3.054, -1.377], [-1.619, 3.863, -1.458], [-0.716, 3.372, -0.556], [0.622, 3.915, -0.181], [-1.270, 2.266, 0.066], [-4.523, 1.352, -0.243], [-3.603, 1.279, 1.261], [-3.325, 0.092, -0.005], [-3.717, 3.190, -1.906], [-1.462, 4.729, -2.081], [0.713, 4.934, -0.556], [1.451, 3.336, -0.594], [0.743, 3.952, 0.905]],
  "lowdin_charge": [0.87, 0.08, -0.85, 0.79, 0.00, -0.09, -0.03, -0.14, -0.03, -0.08, -0.07, 0.00, -0.30, -0.22, 0.08, 0.10, 0.13, 0.12, 0.10, 0.11, 0.13, 0.12, -0.61, -0.28, -0.22, 1.10, -0.36, -0.08, -0.07, -0.08, -0.08, -0.10, -0.37, -0.08, -0.07, -0.08, -0.08, -0.09, 0.11, 0.10, 0.11, 0.11, 0.10, 0.11, 0.11, 0.09, 0.11, 0.10, 0.10, 0.11, -0.06, -0.40, -0.07, -0.06, -0.36, -0.04, -0.14, 0.09, 0.06, 0.03, 0.10, 0.10, 0.08, 0.06, 0.07]
}

(2)
{
  "formula": "C28H27N4O6S2Sr",
  "method": "the ωB97M-V functional and the def2-TZVPD basis",
  "relative_energy_ev": 0.902,
  "gap_ev": 6.13,
  "total_charge": -1,
  "homo_energy_ev": -4.115,
  "multiplicity": 1,
  "lumo_ev": 2.01,
  "total_energy_ev": -70229.577,
  "species": ["Sr", "C", "C", "O", "N", "C", "C", "C", "C", "C", "C", "N", "H", "H", "H", "H", "H", "H", "H", "H", "H", "H", "O", "C", "C", "C", "C", "N", "C", "C", "C", "C", "C", "C", "O", "C", "C", "N", "H", "H", "H", "H", "H", "H", "H", "H", "H", "H", "H", "H", "C", "C", "C", "C", "C", "C", "C", "C", "H", "H", "H", "H", "H", "O", "S", "O", "O", "S"],
  "xyz": [[0.321, 1.812, 0.710], [-3.346, 4.534, 2.685], [-1.982, 3.997, 2.333], [-1.810, 3.337, 1.316], [-0.985, 4.274, 3.201], [0.390, 3.854, 2.950], [0.685, 2.555, 3.681], [1.536, 2.628, 4.789], [1.676, 1.534, 5.607], [0.964, 0.379, 5.300], [0.150, 0.391, 4.190], [-0.019, 1.457, 3.398], [-3.795, 4.939, 1.781], [-3.319, 5.299, 3.460], [-3.967, 3.704, 3.022], [-1.190, 4.809, 4.026], [1.074, 4.608, 3.338], [0.558, 3.957, 1.877], [2.111, 3.528, 4.955], [2.340, 1.567, 6.461], [1.046, -0.517, 5.901], [-0.399, -0.501, 3.919], [-0.538, -5.741, -0.223], [-1.339, -5.004, 0.683], [-0.911, -3.563, 0.699], [-1.567, -2.660, 1.526], [-1.140, -1.349, 1.533], [-0.142, -0.895, 0.781], [0.434, -1.735, -0.079], [0.100, -3.090, -0.113], [1.392, -1.143, -1.063], [1.976, -1.909, -2.064], [2.808, -1.294, -2.992], [3.435, -2.096, -4.102], [3.926, -3.359, -3.671], [3.035, 0.065, -2.869], [2.418, 0.759, -1.838], [1.605, 0.170, -0.969], [-0.828, -6.656, -0.213], [-1.250, -5.409, 1.698], [-2.396, -5.050, 0.397], [-2.403, -2.965, 2.145], [-1.639, -0.610, 2.149], [0.601, -3.771, -0.781], [1.791, -2.970, -2.143], [4.228, -1.506, -4.574], [2.688, -2.316, -4.867], [4.485, -3.209, -2.901], [3.694, 0.588, -3.550], [2.593, 1.820, -1.683], [-1.489, 0.952, -1.220], [-1.896, 0.305, -2.183], [-2.364, -0.500, -3.268], [-1.638, -1.622, -3.697], [-2.087, -2.414, -4.741], [-3.275, -2.111, -5.395], [-4.005, -1.002, -4.986], [-3.559, -0.209, -3.941], [-0.710, -1.856, -3.191], [-1.504, -3.274, -5.049], [-3.626, -2.729, -6.213], [-4.933, -0.751, -5.488], [-4.128, 0.656, -3.626], [1.999, 3.547, -0.266], [3.267, 3.582, 0.550], [4.420, 3.382, -0.312], [3.300, 4.800, 1.355], [3.132, 1.999, 1.852]],
  "lowdin_charge": [1.20, 0.01, -0.53, -0.04, 0.08, -0.15, -0.36, -0.05, -0.06, -0.06, -0.14, 0.04, 0.09, 0.07, 0.09, 0.14, 0.13, 0.07, 0.12, 0.11, 0.10, 0.09, -0.06, -0.21, -0.18, -0.01, -0.14, 0.05, -0.18, 0.05, -0.20, 0.03, -0.19, -0.21, -0.07, 0.01, -0.08, 0.05, 0.09, 0.13, 0.13, 0.12, 0.10, 0.11, 0.11, 0.12, 0.13, 0.09, 0.12, 0.09, -0.12, -0.24, -0.28, -0.05, -0.11, -0.13, -0.11, -0.06, 0.09, 0.09, 0.09, 0.09, 0.11, -0.59, 0.01, -0.44, -0.45, 0.18]
}

(3)
{
  "formula": "C28H27N8O2S3W",
  "method": "the ωB97M-V functional and the def2-TZVPD basis",
  "gap_ev": [6.70, 7.12],
  "total_charge": 1,
  "homo_energy_ev": [-10.820, -11.249],
  "multiplicity": 3,
  "lumo_ev": [-4.12, -4.13],
  "total_energy_ev": -79814.272,
  "species": ["W", "O", "C", "O", "C", "C", "C", "C", "C", "C", "C", "C", "C", "N", "H", "H", "H", "H", "H", "H", "S", "C", "S", "S", "C", "C", "N", "C", "C", "C", "C", "C", "C", "C", "C", "N", "C", "N", "H", "H", "H", "H", "H", "H", "H", "H", "H", "C", "N", "C", "N", "C", "N", "C", "N", "C", "C", "H", "H", "H", "H", "H", "H", "H", "H", "H", "H", "H", "H"],
  "xyz": [[-0.048, 1.406, 0.575], [0.331, 5.461, 0.035], [-0.108, 4.378, 0.271], [0.568, 3.334, 0.751], [-1.530, 3.994, -0.036], [-2.419, 4.814, -0.680], [-3.618, 4.276, -1.138], [-3.929, 2.945, -0.877], [-5.049, 2.201, -1.501], [-5.200, 0.879, -1.397], [-4.368, 0.018, -0.482], [-3.247, 0.807, 0.197], [-3.041, 2.235, -0.088], [-1.828, 2.710, 0.259], [-2.125, 5.837, -0.881], [-4.291, 4.879, -1.740], [-5.729, 2.772, -2.128], [-6.016, 0.396, -1.930], [-5.032, -0.499, 0.210], [-3.135, 0.619, 1.262], [2.042, -0.853, 3.826], [0.687, -0.638, 2.954], [-0.162, 0.920, 2.915], [0.178, -1.974, 1.968], [-3.259, -0.966, -1.062], [-2.184, 0.048, -0.617], [-1.042, -0.267, 0.250], [-1.345, -1.349, 1.204], [-2.236, -2.462, 0.661], [-3.106, -2.254, -0.327], [-2.275, -3.784, 1.364], [-1.347, -4.735, 1.363], [-0.028, -4.654, 0.694], [1.056, -5.373, 1.180], [2.274, -5.182, 0.552], [2.417, -4.366, -0.497], [1.310, -3.746, -0.899], [0.097, -3.834, -0.356], [-3.320, -1.120, -2.140], [-1.836, 0.628, -1.467], [-1.859, -0.916, 2.065], [-3.755, -3.076, -0.628], [-3.205, -3.992, 1.890], [-1.548, -5.656, 1.904], [0.954, -6.039, 2.031], [3.169, -5.690, 0.895], [1.407, -3.099, -1.768], [2.472, -0.399, -0.119], [3.818, -0.471, -0.621], [3.925, 0.276, -1.878], [3.589, 1.693, -1.681], [2.246, 1.803, -1.178], [2.050, 1.052, 0.143], [3.063, 1.649, 1.125], [4.405, 1.539, 0.602], [4.732, 0.126, 0.368], [4.506, 2.261, -0.673], [2.409, -0.932, 0.820], [1.771, -0.832, -0.827], [3.251, -0.159, -2.619], [4.945, 0.206, -2.251], [1.550, 1.387, -1.910], [2.030, 2.847, -1.004], [2.973, 1.107, 2.061], [2.797, 2.687, 1.279], [4.659, -0.427, 1.306], [5.752, 0.055, -0.006], [5.525, 2.184, -1.050], [4.265, 3.314, -0.519]],
  "lowdin_charge": [1.46, 0.16, -0.53, -0.24, -0.16, 0.04, 0.05, -0.11, -0.01, -0.01, -0.15, -0.15, -0.16, 0.04, 0.14, 0.13, 0.12, 0.12, 0.15, 0.16, 0.64, -1.56, 0.59, 0.95, -0.14, -0.26, -0.21, -0.54, -0.21, 0.00, -0.05, -0.04, -0.34, 0.00, -0.10, 0.10, -0.21, 0.12, 0.15, 0.15, 0.08, 0.14, 0.12, 0.12, 0.12, 0.12, 0.11, -0.18, -0.07, -0.14, -0.08, -0.18, -0.21, -0.14, -0.07, -0.13, -0.13, 0.07, 0.11, 0.13, 0.13, 0.13, 0.11, 0.08, 0.12, 0.13, 0.13, 0.13, 0.14]
}

Number 1: largest force on an atom 2.50 eV/A. Number 2: largest force on an atom 1.20 eV/A. Number 3: largest force on an atom 1.21 eV/A.